This record from the OMol25 dataset describes C33H41CdN7S2 as an isolated structure. The level of theory is wB97M-V/def2-TZVPD.

As for the HOMO energy: -6.427 eV. The calculation puts the energy relative to the best compared isomer or geometry (same formula, charge and spin) at 0.0 kJ/mol. The HOMO-LUMO gap comes out at 6.414 eV. The LUMO energy is -0.01 eV. As for the spin multiplicity: 1.

Geometry as XYZ:
```
84
Properties=species:S:1:pos:R:3:forces:R:3
Cd 0.1745 1.3283 0.6225 -0.14 0.40 0.21
C -4.1669 1.0326 4.3312 -0.02 -0.02 0.02
S -3.4226 2.4538 3.5076 -0.01 -0.02 -0.04
C -1.8556 1.8428 3.0137 -0.01 0.10 0.02
S -0.8859 3.0401 2.2422 -0.01 0.01 -0.04
N -1.5870 0.6006 3.2747 0.06 0.01 0.04
N -0.3628 0.1834 2.8075 0.06 -0.09 0.07
C 0.0581 -0.8690 3.3874 -0.06 -0.02 -0.03
C 1.4059 -1.4138 3.1749 0.05 0.01 -0.02
C 1.7388 -2.6433 3.7445 -0.04 0.00 -0.03
C 3.0412 -3.0981 3.6481 0.02 0.00 -0.01
C 3.9782 -2.3041 3.0034 -0.01 -0.02 0.01
C 3.5510 -1.1004 2.4603 0.00 0.01 0.01
N 2.2992 -0.6642 2.5231 0.02 0.02 0.09
H -3.8631 0.9726 5.3742 0.03 0.00 0.00
H -5.2452 1.1697 4.2687 0.00 0.00 0.02
H -3.8747 0.1186 3.8218 -0.04 0.01 -0.02
H -0.5715 -1.3580 4.1300 0.01 0.02 0.03
H 0.9798 -3.2183 4.2589 0.00 0.00 0.00
H 3.3250 -4.0475 4.0837 0.00 0.00 0.00
H 5.0162 -2.5991 2.9311 0.00 0.00 0.00
H 4.2540 -0.4440 1.9550 -0.01 0.00 0.00
C -0.7242 4.2580 -0.9701 -0.02 -0.04 -0.01
N -0.9127 2.8498 -1.3047 0.06 -0.02 0.05
C -0.3518 2.5917 -2.6298 -0.04 0.00 0.01
C -2.2705 2.3693 -1.2670 0.07 -0.08 -0.03
C -3.3188 3.1865 -1.6526 -0.02 0.00 0.01
C -4.6128 2.7008 -1.7842 0.00 0.04 0.00
C -4.8276 1.3512 -1.5719 -0.03 -0.04 0.00
C -3.7928 0.5222 -1.1695 0.04 0.03 0.07
C -2.4904 1.0058 -0.9346 -0.04 -0.06 -0.05
N -1.4509 0.2004 -0.4848 0.12 -0.09 -0.17
C -1.8019 -1.0337 0.1001 0.05 0.01 -0.11
C -2.7296 -1.0739 1.1459 0.01 -0.05 0.07
C -3.0188 -2.2282 1.8473 -0.01 0.07 0.01
C -2.3783 -3.4072 1.5098 0.02 -0.04 -0.01
C -1.4969 -3.4180 0.4405 0.07 0.05 -0.02
C -1.2088 -2.2607 -0.2908 -0.15 0.05 0.00
N -0.3856 -2.3347 -1.4803 -0.08 -0.12 -0.08
C -1.1362 -1.9003 -2.6680 -0.01 0.03 -0.07
C 0.1650 -3.6609 -1.7302 0.00 -0.12 -0.15
H -1.0801 4.9298 -1.7634 0.01 0.00 0.00
H -1.2441 4.4891 -0.0451 -0.02 0.00 0.04
H 0.3441 4.4398 -0.8306 -0.01 0.00 0.00
H -0.8738 3.1769 -3.4004 0.01 0.03 0.01
H 0.7069 2.8608 -2.6425 -0.01 -0.04 0.01
H -0.4711 1.5375 -2.8762 -0.02 0.01 -0.02
H -3.1172 4.2292 -1.8648 -0.01 -0.01 -0.01
H -5.4219 3.3595 -2.0699 0.00 0.00 0.00
H -5.8153 0.9281 -1.7127 0.00 0.00 0.01
H -4.0021 -0.5250 -0.9998 0.00 -0.02 0.02
H -3.1906 -0.1384 1.4340 -0.04 -0.03 -0.05
H -3.7243 -2.1994 2.6685 0.00 0.01 0.01
H -2.5780 -4.3240 2.0495 0.01 0.00 0.00
H -1.0500 -4.3630 0.1730 0.02 -0.02 -0.02
H -1.9860 -2.5649 -2.8697 0.00 0.00 0.03
H -1.4971 -0.8861 -2.5203 -0.02 0.00 0.01
H -0.4818 -1.9239 -3.5477 0.01 0.02 0.07
H -0.6075 -4.4174 -1.9242 0.00 0.01 0.05
H 0.7969 -3.6429 -2.6287 -0.05 0.11 0.08
H 0.7729 -3.9956 -0.8905 0.00 0.00 0.03
C 3.3125 -1.5570 -2.7653 -0.02 0.04 0.07
N 2.1974 -1.1629 -1.8758 0.51 0.03 -0.25
C 2.5262 -1.4279 -0.4552 0.00 -0.03 -0.12
C 1.7248 0.2586 -2.1009 -0.04 -0.08 -0.03
C 2.5825 1.2863 -1.4306 0.00 -0.02 0.00
C 3.7454 1.7458 -2.0524 -0.01 0.02 0.00
C 4.5499 2.6744 -1.4126 0.01 0.00 -0.02
C 4.1780 3.1404 -0.1576 0.00 0.00 0.02
C 3.0041 2.6937 0.4378 0.05 -0.03 -0.01
C 2.1656 1.7580 -0.1786 0.10 -0.03 0.04
H 3.5833 -2.5907 -2.5588 -0.01 0.00 -0.01
H 4.1596 -0.9059 -2.5641 0.02 -0.01 -0.01
H 2.9994 -1.4513 -3.8015 0.00 0.00 0.00
H 1.3732 -1.7317 -2.0825 -0.39 -0.05 0.26
H 3.4767 -0.9514 -0.2325 -0.06 0.02 0.04
H 2.5885 -2.5049 -0.3100 0.03 0.00 0.02
H 1.7523 -0.9985 0.1705 0.00 -0.04 0.02
H 0.7240 0.2607 -1.6658 -0.04 0.03 -0.13
H 1.6536 0.3762 -3.1838 0.03 0.01 0.00
H 4.0069 1.4086 -3.0516 0.01 -0.01 0.01
H 5.4462 3.0448 -1.8937 0.00 0.00 0.00
H 4.7982 3.8709 0.3486 0.00 0.00 0.00
H 2.7288 3.0927 1.4084 0.00 0.01 0.00
```
Positions in Å, forces in eV/Å.

Results of the Löwdin charge analysis, in e, for atoms 1 through 5: atom 1 (Cd): 1.249, atom 2 (C): -0.404, atom 3 (S): 0.821, atom 4 (C): -1.197, atom 5 (S): 0.444

This record from the OMol25 dataset describes a 8-piece molecular cluster, C22H48NO14P overall at a distorted geometry. The level of theory is wB97M-V/def2-TZVPD.

The total charge is -2. As for the HOMO energy: 0.604 eV. The calculation puts the energy relative to the best compared isomer or geometry (same formula, charge and spin) at 28.5 kJ/mol. The HOMO-LUMO gap comes out at 3.054 eV. The LUMO energy is 3.66 eV. As for the spin multiplicity: 1.

Geometry as XYZ:
```
86
Properties=species:S:1:pos:R:3:forces:R:3
N 0.0508 0.7822 1.7632 -3.51 0.29 1.68
H -0.9282 0.8917 1.8770 -1.60 1.47 0.17
H 0.5159 1.5839 1.6539 1.93 5.38 0.04
H 0.0860 0.5271 0.8842 0.26 -2.48 -6.09
H 0.3761 0.1880 2.3850 2.46 -3.68 3.55
P -1.4785 3.0120 0.1776 2.66 -3.19 -6.59
O -1.5527 3.2059 1.5588 -1.01 1.96 11.17
O 0.0894 2.8147 -0.0660 1.00 -0.67 -0.74
O -2.0881 4.0159 -0.6854 -1.36 3.30 -2.53
O -2.1829 1.6623 -0.1014 -0.55 -3.12 -0.58
O -1.3718 -1.9154 2.6810 -0.53 -3.25 -1.82
C -1.7060 -2.6783 1.7471 -0.42 4.43 -0.70
O -1.6552 -3.9957 1.6309 0.56 -0.74 2.29
C -1.2500 -4.6573 2.8900 -2.86 -1.18 -0.01
C -1.1299 -6.1502 2.5708 -6.82 4.25 -4.57
C -2.2566 -2.0724 0.4384 3.75 -14.87 -0.04
H -2.0941 -4.5388 3.6616 1.41 0.38 -1.06
H -0.3369 -4.2361 3.2101 0.87 0.54 0.55
H -0.5109 -6.1829 1.7826 2.32 0.07 -3.52
H -2.1435 -6.5288 2.0512 2.15 0.26 2.12
H -0.5711 -6.6035 3.1876 2.80 -4.11 5.58
H -1.7365 -2.5003 -0.5450 -0.60 0.50 2.21
H -2.2021 -1.2185 0.3342 1.77 15.50 -0.88
H -3.2092 -2.2428 0.2117 -4.31 -1.51 -0.18
O 4.6249 1.3393 0.3795 4.02 -0.02 7.10
C 4.1788 1.1966 -0.6403 -5.35 1.68 -7.94
O 4.8347 0.7474 -1.7880 1.16 -0.32 0.97
C 6.1323 0.3021 -1.4774 1.34 -3.46 -0.65
C 6.8801 -0.3351 -2.6777 0.11 -0.66 -1.68
C 2.8053 1.7485 -1.0453 -0.90 -2.39 -0.67
H 6.1746 -0.4927 -0.6914 -0.71 0.69 -0.19
H 6.9120 0.9731 -1.1826 -0.41 1.55 0.63
H 7.0762 0.5275 -3.3924 -0.16 -1.42 0.37
H 6.5233 -1.3057 -3.2421 -0.27 2.20 1.05
H 7.8571 -0.7307 -2.3259 -0.31 0.73 0.11
H 1.9629 1.1363 -0.6093 0.92 0.54 -0.32
H 2.5921 1.8165 -2.1225 0.47 -0.41 0.27
H 2.5678 2.6998 -0.6743 0.02 1.40 0.99
O -5.8514 0.4981 3.8538 1.29 0.99 -5.06
C -5.2660 0.7312 2.7300 0.21 -1.53 2.64
O -5.8958 0.6499 1.4823 -1.44 0.56 5.70
C -5.1684 0.9286 0.3474 -0.70 1.01 -1.87
C -6.1395 0.5149 -0.8021 0.86 -2.11 1.36
C -3.7261 1.0022 2.7680 -2.39 -0.04 -6.81
H -4.3629 0.3122 0.4812 2.52 -1.45 -1.03
H -4.7064 1.9690 0.2950 -0.88 -1.08 -0.22
H -6.9454 1.1597 -0.8440 -1.72 1.54 0.04
H -6.6084 -0.5462 -0.8431 1.09 1.43 0.91
H -5.6371 0.5784 -1.7015 1.22 0.39 -2.04
H -2.9766 0.4908 2.0648 -1.83 0.26 0.20
H -3.3097 0.9037 3.6202 1.95 -0.84 6.50
H -3.5107 2.0012 2.4486 0.05 1.11 -0.46
O 0.8170 -0.7630 -4.1936 -3.71 2.74 0.35
C -0.2155 -0.0179 -3.9257 4.41 -3.91 0.55
O -1.0787 0.3398 -4.8555 -0.89 0.92 -0.02
C -0.8356 -0.0501 -6.1949 0.49 3.33 -1.71
C -1.9666 0.5560 -7.0983 -2.49 -0.89 1.70
C -0.5054 0.4355 -2.5568 -3.54 -0.49 -0.50
H -0.9753 -1.0825 -6.1953 1.05 -1.92 -0.56
H 0.1573 0.5021 -6.5312 -1.61 -2.09 0.59
H -2.0693 1.6204 -6.8639 0.19 -0.06 -0.70
H -2.9975 0.1385 -6.8037 1.32 0.47 0.66
H -2.1511 0.2421 -8.1382 1.62 0.52 -0.05
H -0.6371 1.4522 -2.6052 -0.67 3.21 -0.57
H 0.2186 0.5266 -1.8402 2.36 -1.10 1.61
H -1.5312 0.3160 -2.0193 1.38 -0.43 -0.95
C 2.8004 -2.0575 -0.7048 -0.02 -4.19 -0.05
C 2.3062 -2.1360 0.7204 0.99 1.90 3.58
O 2.3320 -1.1264 1.4941 -0.41 -3.64 -2.97
C 1.9038 -3.5549 1.2738 -0.48 0.42 0.06
H 2.8825 -3.1412 -1.1776 -0.48 1.75 1.11
H 3.8379 -1.7967 -0.7304 0.31 1.25 -0.12
H 2.0809 -1.6063 -1.3303 -0.30 1.38 -0.84
H 1.8388 -3.6005 2.4201 -0.04 0.39 -1.82
H 2.5877 -4.3785 0.9225 -0.61 0.98 0.16
H 0.8902 -3.7128 0.7870 0.97 -0.21 0.75
C 2.1020 3.8691 2.3292 -0.93 3.70 4.18
C 1.9918 3.2427 3.7170 1.24 -5.14 -0.88
O 2.1809 1.9533 3.9169 -0.92 5.94 -0.64
C 1.6345 4.1644 4.8366 -3.33 -0.63 2.29
H 2.7010 3.4547 1.6483 2.28 -2.27 -2.34
H 2.5082 4.9334 2.5362 -0.42 -1.35 -0.32
H 1.1519 4.0780 1.8728 -1.12 -0.39 -0.29
H 2.3492 4.8134 5.3239 0.89 -0.21 -0.37
H 1.1527 3.5156 5.7023 1.08 1.19 -1.69
H 0.8062 4.8909 4.5536 0.89 -1.01 -0.16
```
Positions in Å, forces in eV/Å.

Results of the Löwdin charge analysis, in e, for atoms 1 through 5: atom 1 (N): 0.377, atom 2 (H): 0.083, atom 3 (H): 0.035, atom 4 (H): 0.039, atom 5 (H): 0.054